(1)
Below is a single C3H7N5 molecule, with properties calculated with ωB97M-V/def2-TZVPD.

Properties
- Maximum force: 6.41 eV Å⁻¹
- Gap between HOMO and LUMO: 8.24 eV
- Energy relative to the best compared isomer or geometry (same formula, charge and spin): 132.4 kcal per mole
- Electronic energy: -10669.2579 eV
- SMILES string: [H]/N=c1/ccn(N)n1N
- HOMO level: -0.2813 Eh

Last column: natural (NBO) charge in e.
CARTESIAN COORDINATES (ANGSTROEM)
H 1.93166 -1.64713 -0.90856  0.288
N 1.90869 -1.52534 0.22151  -0.734
C 1.08800 -0.48683 0.44162  0.340
C 0.92071 0.04161 1.71081  -0.368
C -0.24642 0.75177 1.51212  0.043
N -0.83096 0.68765 0.23362  -0.129
N -2.26186 0.74015 -0.06697  -0.607
N 0.09964 -0.15867 -0.46479  -0.160
N 0.27869 -0.03710 -1.83170  -0.627
H 1.65667 -0.15506 2.38144  0.259
H -1.25519 1.23767 1.96578  0.247
H -2.20280 1.04235 -1.08236  0.371
H -2.68623 -0.12695 -0.15682  0.348
H 0.47202 -0.92833 -2.20780  0.368
H 1.12739 0.56422 -1.74791  0.360

(2)
Below is a molecular structure, C3H7N5, with properties calculated with ωB97M-V/def2-TZVPD.

Properties
- Maximum force: 6.63 eV Å⁻¹
- Gap between HOMO and LUMO: 9.55 eV
- Energy relative to the best compared isomer or geometry (same formula, charge and spin): 107.0 kcal per mole
- Electronic energy: -10670.3614 eV
- HOMO level: -0.3346 Eh

Last column: natural (NBO) charge in e.
CARTESIAN COORDINATES (ANGSTROEM)
C 1.20836 -0.17686 -0.10647  0.409
C 0.64876 -1.61331 0.04561  -0.269
C -1.20038 -0.13947 0.05572  0.580
H 0.15246 2.53652 -1.02631  0.380
H 0.96205 2.05725 0.63247  0.396
H 2.96795 -0.29912 0.62718  0.357
H 1.25984 -2.68335 -0.49493  0.265
H 0.92865 -1.77133 1.41131  0.187
H -1.45338 -2.09724 -0.61065  0.422
H -2.48504 1.34246 0.17495  0.359
N 0.05214 2.02375 0.03498  -0.663
N 0.03541 0.51870 -0.21251  -0.325
N 2.31559 0.41892 0.01038  -0.724
N -0.82927 -1.53326 -0.12043  -0.658
N -2.47003 0.35655 0.18999  -0.715